[1]
{
  "formula": "C4H4CaO2",
  "method": "wB97M-V/def2-TZVPD",
  "spin_multiplicity": 2,
  "gap_ev": [5.2, 8.8],
  "s2": 0.750,
  "relative_energy_kj_mol": 0.00,
  "charge": 1,
  "symbols": ["O", "C", "C", "H", "H", "C", "C", "O", "Ca", "H", "H"],
  "coordinates": [[-4.078, 0.753, 0.222], [-4.156, -0.398, -0.141], [-2.946, -1.178, -0.536], [-5.131, -0.916, -0.234], [-2.220, -1.406, 0.250], [-2.770, -1.659, -1.806], [-1.557, -2.350, -2.190], [-0.424, -1.913, -2.023], [1.717, -2.488, -2.313], [-3.525, -1.487, -2.576], [-1.756, -3.436, -2.375]],
  "atomic_forces_ev_per_a": [[0.1561, -1.1177, -0.2178], [-0.5276, 0.9265, 0.1092], [0.7561, -0.9843, -1.5918], [0.1010, 0.1002, 0.0100], [-0.0464, 0.3175, -0.2708], [-0.6440, 1.9522, 1.4692], [-0.5629, -1.3514, 1.4605], [-0.1793, -0.1269, -0.3683], [0.3438, 0.0304, -0.0076], [0.0271, -0.2957, 0.1801], [0.5762, 0.5493, -0.7725]]
}

=====

[2]
{
  "formula": "C4H4ClF",
  "method": "wB97M-V/def2-TZVPD",
  "spin_multiplicity": 1,
  "gap_ev": 9.6,
  "relative_energy_kj_mol": 77.92,
  "charge": 0,
  "symbols": ["F", "C", "C", "C", "C", "Cl", "H", "H", "H", "H"],
  "coordinates": [[1.250, 1.388, -0.332], [0.394, 0.856, -1.289], [-0.376, -0.150, -0.987], [-0.369, -0.765, 0.295], [0.078, -0.154, 1.372], [0.270, -1.334, 2.690], [0.531, 1.472, -2.155], [-1.144, -0.282, -1.729], [-0.706, -1.856, 0.393], [0.072, 0.823, 1.741]],
  "atomic_forces_ev_per_a": [[-0.2921, -0.4788, -0.7570], [1.9747, 1.9574, 1.1405], [-1.3108, 0.8360, -1.0513], [-0.5963, -1.8306, -0.2233], [-0.8562, -3.0136, 1.7533], [0.1148, 0.6178, 0.5069], [-0.4556, -0.2650, -0.5981], [-0.0871, -0.8713, -0.2311], [0.8569, 1.7012, -0.3141], [0.6517, 1.3470, -0.2258]]
}

=====

[3]
{
  "formula": "C4H4ClFN2O2S",
  "method": "wB97M-V/def2-TZVPD",
  "spin_multiplicity": 1,
  "gap_ev": 10.6,
  "charge": 0,
  "symbols": ["C", "N", "N", "C", "C", "S", "O", "O", "Cl", "C", "F", "H", "H", "H", "H"],
  "coordinates": [[-2.654, -0.253, 0.027], [-1.193, -0.278, 0.143], [-0.731, -0.434, 1.374], [0.549, -0.293, 1.337], [0.998, 0.008, 0.032], [2.519, 0.626, -0.396], [2.559, 1.985, -0.881], [3.458, 0.310, 0.651], [2.968, -0.569, -1.979], [-0.243, 0.048, -0.704], [-0.304, 0.047, -2.045], [-3.062, -1.259, 0.515], [-3.022, 0.628, 0.654], [-3.036, -0.268, -1.014], [1.193, -0.299, 2.285]],
  "atomic_forces_ev_per_a": [[-1.4692, -1.5164, 1.2651], [-1.9673, 0.2038, -1.0354], [-0.8217, -0.4705, 1.5267], [2.8481, 0.6876, 1.4599], [-2.5967, 0.5722, -0.4963], [2.3799, 1.2140, 0.3135], [-0.9296, -1.2973, 0.0768], [-0.9160, -0.2790, -0.4296], [0.0261, -0.0374, -0.1906], [3.5646, -0.7765, -0.6886], [-0.8491, 0.4394, 1.3128], [0.9591, 2.2792, -0.9028], [0.3480, -1.2401, -1.1205], [0.6281, 0.4077, 0.6051], [-1.2044, -0.1867, -1.6960]]
}

=====

What did we get for strongest force on any atom? Answer: 2.5; 3.6; 3.7 eV/Å, in the order shown.